# 1
This record from the OMol25 dataset describes a molecular structure, C14H15MnN5O6SSe. The level of theory is wB97M-V/def2-TZVPD.

```
43
Properties=species:S:1:pos:R:3:forces:R:3
Mn 0.354593 0.892353 0.908263 0.218 -0.761 -0.090
N -1.727036 -2.216757 -0.887788 -0.028 -0.019 0.105
C -0.882366 -2.716801 -1.912124 0.041 -0.033 -0.049
C -0.855453 -4.067539 -2.216953 -0.037 0.013 0.049
C -0.015928 -4.528851 -3.220151 0.034 0.015 -0.033
C 0.824790 -3.649768 -3.886649 -0.017 -0.034 0.013
C 0.821374 -2.302834 -3.553434 0.000 0.027 0.003
C -0.056232 -1.831391 -2.590006 -0.050 0.005 0.046
S -0.180235 -0.116257 -2.206561 0.050 0.035 -0.073
N -0.545370 -0.220975 -0.547372 0.015 0.044 0.159
C -1.290158 -1.170267 -0.111277 0.010 0.042 -0.149
C -1.687874 -1.067007 1.310126 -0.048 0.022 0.092
C -2.575736 -1.911869 1.956531 0.000 -0.048 -0.092
C -2.881743 -1.670450 3.285495 0.012 0.039 0.062
C -2.283637 -0.602225 3.933548 -0.021 -0.052 -0.058
C -1.397529 0.189625 3.223926 0.055 0.013 0.038
N -1.115931 -0.029913 1.941894 0.047 0.128 -0.002
H -2.225355 -2.936553 -0.390562 -0.035 0.003 -0.023
H -1.493662 -4.756391 -1.674768 0.008 0.002 -0.006
H -0.009587 -5.581675 -3.467541 0.002 0.001 -0.001
H 1.492582 -4.011909 -4.656200 -0.002 0.000 0.003
H 1.491592 -1.609787 -4.045622 -0.004 -0.005 0.001
H -3.037835 -2.744776 1.444384 0.007 0.006 0.000
H -3.575220 -2.314380 3.809302 0.002 0.001 -0.007
H -2.487926 -0.387234 4.972199 0.003 0.003 0.001
H -0.869296 1.015434 3.682186 0.005 0.001 -0.005
C 1.789676 3.851506 -1.964621 0.074 -0.012 0.000
O 0.576786 3.322376 -1.421339 0.009 0.044 -0.050
C 0.369435 3.393573 -0.115058 -0.116 0.003 -0.014
O -0.516521 2.670917 0.376421 -0.004 0.010 0.095
N 1.046270 4.290598 0.603034 0.025 0.077 -0.019
N 0.940880 4.381358 1.998377 0.074 -0.102 0.026
H 1.783799 3.578257 -3.014427 -0.008 -0.013 -0.001
H 2.641026 3.387085 -1.466719 -0.008 0.002 0.005
H 1.819364 4.940481 -1.884744 -0.030 0.004 -0.011
H 1.808205 4.806905 0.203726 -0.004 0.004 -0.022
H -0.037854 4.506163 2.224433 -0.033 0.007 0.011
H 1.252125 3.485859 2.385551 -0.023 -0.014 0.012
O 1.621085 1.524291 2.430597 -0.003 0.175 0.061
Se 2.714701 0.719473 1.423507 -0.265 0.255 0.039
O 4.265408 0.844656 1.764597 0.129 0.003 -0.020
O 2.144575 1.400025 -0.006747 0.245 0.073 0.000
O 1.990219 -0.755327 1.362566 -0.329 0.037 -0.093
```
Positions in Å, forces in eV/Å.

As for the spin multiplicity: 2. The energy above the lowest of the compared OMol25 structures with the same formula, charge and spin comes out at 0.00 kcal/mol.

Results of the Mulliken charge analysis, in e, for atoms 1 through 5: number 1, Mn, carries 0.48; number 2, N, carries -0.22; number 3, C, carries 0.32; number 4, C, carries -0.71; number 5, C, carries -0.60

***

# 2
This record from the OMol25 dataset describes a single C26H32N4O2S molecule. The level of theory is wB97M-V/def2-TZVPD.

```
65
Properties=species:S:1:pos:R:3:forces:R:3
C 3.492893 -3.485496 0.322859 -0.021 -0.050 -0.045
C 2.056459 -3.253503 -0.040338 -0.051 0.071 0.012
C 1.735989 -2.537151 -1.187273 0.011 -0.002 -0.033
C 0.410718 -2.373657 -1.536420 0.140 -0.056 -0.056
C -0.604028 -2.871288 -0.740270 -0.159 -0.183 0.006
C -0.311515 -3.548180 0.445417 0.261 -0.095 -0.306
N -1.294453 -4.052145 1.302258 -0.063 -0.131 -0.005
C -1.088544 -3.947811 2.733782 0.017 -0.109 0.202
C -1.964756 -2.805944 3.317528 0.149 -0.060 0.043
N -2.351460 -1.914819 2.250105 -0.318 -0.002 0.286
C -1.450533 -1.052824 1.687701 -0.066 0.672 -0.496
C -0.209277 -0.735427 2.315705 0.236 0.082 0.034
C 0.683322 0.047878 1.654667 -0.196 -0.164 0.036
C 0.362678 0.564143 0.377589 -0.404 0.031 -0.208
C 1.248734 1.322368 -0.401858 0.074 0.001 0.028
C 0.849263 1.778415 -1.626929 0.715 0.422 -0.286
S 1.960836 2.803016 -2.581481 0.089 0.148 0.037
O 3.309918 2.530315 -2.179242 -0.150 -0.009 0.326
O 1.619368 2.707138 -3.970329 -0.354 -0.009 0.132
N 1.613069 4.360791 -2.098080 0.378 -0.827 -0.442
C 0.321443 4.865424 -2.498040 -0.500 0.236 -0.473
C 0.314934 6.388012 -2.385375 -0.086 -0.189 0.229
C 0.660930 6.800904 -0.956937 0.198 0.114 -0.171
C 2.007006 6.197116 -0.564221 -0.248 -0.169 0.045
C 1.963790 4.680499 -0.735724 0.455 0.130 0.547
C -0.434382 1.526897 -2.121451 -0.347 -0.107 -0.092
C -1.319870 0.794157 -1.380002 0.172 0.142 -0.098
C -0.938766 0.280667 -0.120158 0.571 0.202 0.117
N -1.801160 -0.504925 0.539230 -0.279 -0.146 0.412
C -3.284291 -2.579424 1.361497 -0.139 0.054 -0.267
C -2.694388 -3.959861 0.930581 -0.174 -0.209 -0.056
C -3.486967 -5.129697 1.519326 0.192 0.135 -0.229
C 1.038286 -3.759813 0.748066 0.059 0.030 0.018
H 3.585973 -3.891777 1.327352 0.055 -0.019 0.061
H 3.946340 -4.189145 -0.375080 0.098 -0.035 0.001
H 4.053636 -2.554358 0.264993 0.096 0.034 0.026
H 2.518440 -2.120097 -1.802719 0.110 0.049 -0.090
H 0.154819 -1.829007 -2.433515 -0.034 0.061 -0.085
H -1.620560 -2.683752 -1.043383 -0.104 0.035 0.048
H -0.040802 -3.727891 2.927096 -0.080 -0.074 -0.003
H -1.331479 -4.899725 3.216884 0.088 0.085 0.087
H -2.887553 -3.201900 3.749864 0.084 0.057 0.019
H -1.439292 -2.269509 4.106485 -0.060 -0.063 0.018
H 0.038821 -1.128489 3.287642 0.038 -0.069 0.065
H 1.647914 0.274574 2.086457 0.078 -0.009 0.077
H 2.251001 1.527472 -0.057369 0.135 -0.007 0.090
H 0.164247 4.545179 -3.528372 -0.174 0.096 0.063
H -0.477390 4.443892 -1.864092 0.025 0.028 -0.044
H 1.058497 6.794447 -3.071658 -0.006 0.035 -0.093
H -0.666838 6.769706 -2.669338 0.006 -0.010 -0.059
H 0.699145 7.888701 -0.878040 -0.064 0.002 0.060
H -0.113474 6.439286 -0.275521 -0.054 0.032 0.053
H 2.788361 6.601039 -1.208722 0.094 0.026 0.016
H 2.250011 6.439311 0.471487 0.059 -0.016 -0.004
H 2.941570 4.234746 -0.550497 -0.064 0.085 0.179
H 1.232527 4.247660 -0.031115 0.046 0.025 -0.025
H -0.683695 1.902317 -3.101652 -0.136 -0.004 -0.109
H -2.311421 0.571861 -1.741675 -0.104 -0.036 -0.043
H -4.231996 -2.716314 1.889440 0.004 -0.005 -0.033
H -3.439207 -1.926172 0.504930 -0.121 -0.156 0.113
H -2.749873 -4.061703 -0.154668 0.001 0.055 0.116
H -2.989417 -6.066100 1.279508 0.003 -0.110 -0.013
H -4.481895 -5.145558 1.081321 -0.139 0.000 0.028
H -3.591577 -5.057612 2.598072 -0.045 0.007 0.159
H 1.309919 -4.346856 1.613703 0.005 -0.051 0.073
```
Positions in Å, forces in eV/Å.

The energy above the lowest of the compared OMol25 structures with the same formula, charge and spin comes out at 43.63 kcal/mol.

Results of the Mulliken charge analysis, in e, for atoms 1 through 5: number 1, C, carries -1.73; number 2, C, carries 0.93; number 3, C, carries -0.87; number 4, C, carries -0.59; number 5, C, carries -0.45

***

# 3
This record from the OMol25 dataset describes a molecular structure, C48H42Cl2N6O2P2S3Ta. The level of theory is wB97M-V/def2-TZVPD.

```
106
Properties=species:S:1:pos:R:3:forces:R:3
Ta -0.749400 1.263536 -0.526938 -0.082 -0.818 -0.310
Cl -0.916599 7.727744 -2.913366 0.000 -0.022 0.015
C -1.074083 6.376177 -1.846043 0.013 0.041 -0.045
C -1.227680 5.114441 -2.398276 0.102 0.069 0.144
C -1.314151 4.021935 -1.551833 -0.077 -0.007 -0.108
N -1.418044 2.662183 -1.963399 0.017 0.470 -0.021
C -2.314348 2.447918 -2.999943 0.119 -0.047 -0.010
O -2.867234 3.303059 -3.650423 -0.029 -0.101 -0.054
C -2.573214 1.001649 -3.234366 0.152 0.126 -0.162
C -3.432812 0.576322 -4.232783 0.052 -0.055 0.042
C -3.582604 -0.785204 -4.418392 0.000 0.043 -0.004
C -2.861233 -1.650222 -3.606849 0.045 0.001 0.011
C -2.036680 -1.131357 -2.628380 -0.155 -0.088 0.029
N -1.894030 0.183755 -2.440809 -0.176 0.051 0.176
C -1.267763 4.180579 -0.175842 -0.078 0.004 0.393
C -1.142082 5.446693 0.382326 0.143 0.060 -0.201
C -1.037215 6.540428 -0.464411 0.017 0.010 0.065
Cl -0.845583 8.106984 0.237892 -0.001 -0.014 -0.017
N -1.299451 2.961824 0.534175 -0.234 0.277 -0.108
C -1.684006 2.952272 1.861810 0.072 0.064 -0.173
O -2.161053 3.889941 2.458680 -0.089 -0.107 0.160
C -1.482661 1.609344 2.454664 0.079 -0.020 0.051
C -2.319914 1.160176 3.385499 0.090 0.088 -0.086
C -2.231108 -0.156804 4.047097 -0.114 -0.041 0.018
C -0.358664 -1.016726 3.423624 0.192 0.062 -0.060
C 0.048860 -0.201730 2.232397 0.389 -0.004 0.115
N -0.463397 0.885136 1.776616 -0.432 0.004 -0.020
H -1.269889 5.007177 -3.469025 -0.026 -0.010 -0.028
H -3.948717 1.316248 -4.826537 -0.004 0.022 0.002
H -4.247525 -1.168074 -5.180154 -0.005 -0.011 -0.012
H -2.942732 -2.721936 -3.713462 -0.006 -0.029 0.001
H -1.507357 -1.788544 -1.953302 -0.007 0.003 0.005
H -1.112080 5.592660 1.448527 -0.028 -0.005 -0.004
H -3.072930 1.864542 3.718665 -0.004 0.010 0.013
H -3.069973 -0.339222 4.713114 -0.005 0.030 -0.022
H 0.360258 -1.824451 3.563124 -0.014 0.010 0.018
H 0.867409 -0.597114 1.655640 -0.026 -0.021 -0.056
S -2.745155 -0.040383 0.272409 -0.035 -0.177 0.291
P -1.915402 -1.679449 1.287942 0.041 0.009 -0.142
C 0.498330 -0.624101 -0.825506 0.093 -0.287 -0.057
P 0.733598 -2.398918 -0.725537 -0.072 0.243 0.027
S 0.908672 0.213001 -2.154792 0.075 0.134 -0.082
C 1.602721 -2.768031 0.826876 0.003 -0.007 0.034
C 2.663306 -2.005582 1.313076 0.072 0.063 -0.027
C 3.316713 -2.374362 2.477414 -0.024 -0.035 -0.001
C 2.928010 -3.523088 3.155531 0.020 -0.005 0.022
C 1.890172 -4.300764 2.666162 0.009 0.007 0.011
C 1.228448 -3.922703 1.506853 0.001 0.013 0.080
C 1.970225 -2.802895 -1.991441 0.063 -0.217 -0.108
C 1.673367 -3.907483 -2.787403 -0.004 0.048 -0.067
C 2.576513 -4.355782 -3.742610 -0.008 0.030 0.000
C 3.781847 -3.695981 -3.910980 0.002 0.004 0.003
C 4.087656 -2.591922 -3.122157 0.028 -0.038 -0.059
C 3.190630 -2.151569 -2.167508 0.008 0.071 0.135
C -3.069268 -3.032899 0.887604 -0.013 0.032 -0.092
C -2.647967 -4.326157 1.211044 0.012 -0.026 -0.024
C -3.369026 -5.431866 0.796427 -0.030 -0.067 0.005
C -4.514634 -5.267164 0.028855 0.024 0.033 0.013
C -4.930419 -3.990249 -0.313699 -0.022 -0.039 0.012
C -4.212334 -2.880216 0.109212 -0.130 0.031 0.071
C -1.840917 -1.424789 3.161084 -0.102 0.175 0.170
C -2.323304 -2.632398 3.913447 0.016 -0.070 -0.035
C -2.016209 -2.991525 5.162124 -0.003 -0.007 0.017
C -1.140891 -2.292339 6.098466 0.008 0.041 -0.042
C -0.632586 -1.074789 5.912137 -0.019 -0.036 0.047
C -0.802508 -0.242302 4.683422 -0.011 0.008 0.045
H 2.973120 -1.108018 0.788092 -0.001 0.004 -0.013
H 4.132181 -1.772020 2.852563 0.034 0.025 0.015
H 3.440591 -3.815412 4.061533 0.015 -0.001 0.026
H 1.592524 -5.199828 3.187719 -0.007 -0.028 0.015
H 0.417250 -4.529199 1.128502 -0.054 -0.026 -0.054
H 0.727559 -4.421449 -2.660286 -0.004 -0.006 0.017
H 2.334775 -5.215656 -4.351935 0.003 -0.016 -0.014
H 4.487544 -4.041187 -4.654175 0.019 0.001 -0.011
H 5.032058 -2.080929 -3.250954 0.025 0.010 -0.001
H 3.449557 -1.298332 -1.550500 -0.014 -0.010 -0.016
H -1.747561 -4.473664 1.795438 0.018 0.037 0.021
H -3.032554 -6.424484 1.066549 -0.004 -0.002 -0.005
H -5.077439 -6.129959 -0.299153 -0.014 -0.023 -0.012
H -5.824834 -3.852899 -0.906268 -0.020 0.006 -0.019
H -4.554217 -1.891178 -0.163514 0.012 0.007 -0.012
H -3.079600 -3.219955 3.411704 0.007 -0.033 -0.033
H -2.509251 -3.876481 5.547286 0.006 -0.014 0.002
H -0.927145 -2.796692 7.031364 -0.005 -0.031 0.032
H -0.006313 -0.653348 6.687913 0.021 0.030 0.028
H -0.341014 0.733260 4.824215 -0.002 -0.016 -0.017
C 5.023623 2.824222 0.736146 0.041 -0.021 0.035
C 4.024111 3.961490 0.632558 -0.039 0.082 0.013
N 3.328270 3.984568 -0.652932 -0.073 0.027 -0.122
C 2.227719 3.294122 -0.953079 0.096 0.097 0.136
S 1.580767 2.236879 0.248498 -0.025 0.133 -0.060
N 1.660561 3.477643 -2.142157 0.114 -0.409 0.045
C 2.183681 4.298469 -3.225806 -0.131 0.222 0.039
C 3.292847 3.620537 -4.012409 0.051 -0.031 -0.040
H 5.560973 2.887338 1.681214 0.013 0.001 0.033
H 5.753757 2.872227 -0.071291 0.024 0.013 -0.017
H 4.522595 1.858307 0.693345 -0.033 -0.015 -0.016
H 4.521600 4.926739 0.725536 0.017 -0.029 0.009
H 3.272546 3.909340 1.420076 0.046 -0.021 0.011
H 3.690210 4.609206 -1.355396 0.005 -0.027 0.011
H 0.878118 2.874937 -2.353257 -0.071 0.136 0.009
H 2.497416 5.264147 -2.818053 0.010 -0.025 -0.029
H 1.332960 4.530358 -3.866862 0.035 -0.040 -0.018
H 4.173396 3.429111 -3.398259 0.003 -0.007 0.025
H 3.595573 4.247628 -4.849260 0.014 0.030 -0.012
H 2.952113 2.665551 -4.412524 -0.025 -0.004 -0.005
```
Positions in Å, forces in eV/Å.

Its total charge is +1. The energy above the lowest of the compared OMol25 structures with the same formula, charge and spin comes out at 143.60 kcal/mol.

Results of the Mulliken charge analysis, in e, for atoms 1 through 5: number 1, Ta, carries -0.95; number 2, Cl, carries -0.20; number 3, C, carries -0.05; number 4, C, carries -0.49; number 5, C, carries -0.44